Below is 11 unconnected molecules or ions with the total composition C27H62N8O17 in a non-equilibrium geometry, with properties calculated with ωB97M-V with the def2-TZVPD basis set.

Positions of all 114 atoms, in Å:
C (0.095, -3.247, -0.368)
O (0.360, -4.608, -0.809)
C (1.683, -5.121, -0.617)
O (2.750, -4.434, -0.542)
O (1.585, -6.385, -0.640)
C (2.324, -7.293, 0.190)
H (0.224, -3.104, 0.705)
H (-0.908, -2.847, -0.517)
H (0.875, -2.704, -0.902)
H (2.478, -6.745, 1.119)
H (3.187, -7.609, -0.397)
H (1.648, -8.145, 0.268)
C (2.276, -2.684, -4.348)
O (2.499, -1.227, -4.256)
C (3.175, -0.771, -3.215)
O (3.576, -1.509, -2.358)
O (3.318, 0.558, -3.281)
C (4.046, 1.366, -2.352)
H (3.167, -3.275, -4.137)
H (1.805, -3.005, -5.277)
H (1.645, -3.074, -3.549)
H (5.097, 1.308, -2.632)
H (3.952, 1.154, -1.287)
H (3.633, 2.375, -2.382)
C (-1.707, -2.732, 5.212)
O (-0.335, -2.775, 5.153)
C (0.338, -2.517, 4.048)
O (-0.244, -2.207, 3.011)
O (1.670, -2.641, 4.110)
C (2.527, -2.893, 5.220)
H (-1.957, -3.125, 4.226)
H (-2.167, -1.756, 5.369)
H (-2.276, -3.258, 5.978)
H (2.131, -3.677, 5.865)
H (2.636, -2.024, 5.869)
H (3.593, -3.070, 5.076)
C (-0.375, 0.124, -6.667)
N (-0.320, 0.618, -5.316)
C (0.455, 1.636, -4.915)
C (0.288, 2.040, -3.459)
O (1.273, 2.243, -5.650)
H (-1.378, 0.358, -7.022)
H (-0.468, -0.946, -6.851)
H (0.312, 0.788, -7.193)
H (-1.161, 0.580, -4.757)
H (1.157, 2.081, -2.803)
H (-0.469, 1.536, -2.858)
H (-0.018, 3.086, -3.428)
C (-0.454, 4.455, 5.220)
N (-0.909, 4.884, 3.862)
C (-1.111, 4.125, 2.804)
C (-1.275, 4.876, 1.463)
O (-1.020, 2.861, 2.827)
H (-1.019, 4.736, 6.109)
H (0.445, 5.039, 5.415)
H (-0.313, 3.374, 5.224)
H (-1.136, 5.867, 3.814)
H (-1.146, 4.226, 0.598)
H (-0.542, 5.673, 1.341)
H (-2.186, 5.473, 1.495)
C (-3.097, 3.731, -2.166)
C (-3.762, 2.734, -3.079)
N (-5.119, 2.508, -3.027)
O (-3.116, 2.034, -3.796)
H (-2.830, 4.544, -2.841)
H (-2.143, 3.331, -1.820)
H (-3.708, 4.076, -1.333)
H (-5.463, 1.787, -3.646)
H (-5.673, 3.084, -2.410)
C (0.266, 1.648, -0.083)
C (-0.623, 0.582, 0.252)
N (-1.167, 0.529, 1.444)
O (-0.940, -0.218, -0.607)
H (0.571, 2.160, 0.829)
H (-0.329, 2.374, -0.638)
H (1.158, 1.525, -0.697)
H (-1.299, 1.275, 2.112)
H (-1.616, -0.332, 1.722)
C (-2.936, -3.320, -2.846)
C (-1.748, -3.037, -3.694)
N (-1.097, -1.903, -3.358)
O (-1.410, -3.747, -4.612)
H (-3.044, -2.402, -2.269)
H (-2.690, -4.050, -2.076)
H (-3.892, -3.570, -3.306)
H (-1.296, -1.390, -2.510)
H (-0.618, -1.530, -4.165)
C (-4.178, 1.882, 1.462)
C (-5.572, 2.227, 1.070)
N (-6.500, 1.798, 1.861)
O (-5.824, 2.921, 0.065)
H (-3.621, 2.752, 1.810)
H (-3.625, 1.515, 0.597)
H (-4.142, 1.173, 2.289)
H (-6.118, 1.160, 2.544)
H (-7.475, 1.871, 1.607)
C (1.881, 1.730, 4.168)
C (2.487, 2.589, 3.033)
N (3.725, 2.299, 2.729)
O (2.035, 3.637, 2.633)
H (0.852, 1.480, 3.913)
H (1.952, 2.317, 5.084)
H (2.355, 0.754, 4.272)
H (4.000, 1.337, 2.866)
H (4.294, 2.685, 1.989)
C (2.920, -0.897, 0.756)
C (4.223, -1.582, 1.260)
N (4.483, -2.792, 0.886)
O (4.973, -0.905, 1.972)
H (2.790, -0.991, -0.322)
H (3.150, 0.163, 0.856)
H (1.967, -1.211, 1.182)
H (5.398, -3.188, 1.042)
H (3.859, -3.179, 0.191)

Output
Orbital gap: 8.86 eV
Total energy: -2783.1533 hartree
SMILES: COC(=O)OC.COC(=O)OC.COC(=O)OC.CNC(C)=O.CNC(C)=O.CC(N)=O.CC(N)=O.CC(N)=O.CC(N)=O.CC(N)=O.CC(N)=O

Below is 4 unconnected molecules or ions with the total composition C27H63N4O5 in a non-equilibrium geometry, with properties calculated with ωB97M-V with the def2-TZVPD basis set.

Positions of all 99 atoms, in Å:
C (2.991, -4.644, 0.729)
C (3.464, -3.246, 1.094)
C (2.547, -2.101, 0.615)
C (1.127, -2.500, 0.334)
C (0.341, -1.348, -0.223)
C (-1.139, -1.685, -0.380)
C (-1.923, -1.547, 0.940)
C (-3.364, -1.077, 0.661)
C (-4.479, -1.755, 1.493)
C (-5.329, -2.720, 0.678)
C (-4.538, -3.873, 0.033)
C (-5.143, -5.215, 0.424)
C (-4.294, -6.430, 0.096)
N (-3.211, -6.574, 1.099)
C (-1.868, -6.331, 0.577)
C (-0.859, -6.134, 1.724)
O (0.166, -5.460, 1.413)
O (-1.140, -6.664, 2.815)
H (3.800, -5.331, 0.952)
H (2.776, -4.748, -0.322)
H (2.156, -4.947, 1.344)
H (3.648, -3.163, 2.154)
H (4.437, -3.109, 0.632)
H (2.540, -1.324, 1.372)
H (2.998, -1.659, -0.266)
H (0.612, -2.835, 1.227)
H (1.049, -3.308, -0.378)
H (0.735, -1.070, -1.195)
H (0.428, -0.483, 0.423)
H (-1.231, -2.704, -0.733)
H (-1.591, -1.051, -1.132)
H (-1.438, -0.786, 1.531)
H (-1.936, -2.487, 1.467)
H (-3.594, -1.266, -0.375)
H (-3.392, -0.019, 0.882)
H (-4.062, -2.207, 2.384)
H (-5.145, -0.970, 1.841)
H (-6.061, -3.163, 1.342)
H (-5.810, -2.126, -0.088)
H (-4.617, -3.780, -1.046)
H (-3.483, -3.804, 0.260)
H (-5.238, -5.223, 1.502)
H (-6.126, -5.326, -0.022)
H (-4.894, -7.336, 0.078)
H (-3.855, -6.333, -0.891)
H (-3.245, -7.512, 1.463)
H (-1.510, -7.153, -0.044)
H (-1.888, -5.411, 0.013)
C (-4.818, 1.690, 6.974)
C (-4.088, 0.358, 6.827)
C (-3.029, 0.343, 5.716)
O (-3.543, 0.257, 4.405)
C (-4.011, 1.468, 3.850)
N (-5.078, -0.710, 6.661)
H (-5.582, 1.824, 6.209)
H (-5.323, 1.736, 7.939)
H (-4.124, 2.532, 6.917)
H (-3.556, 0.176, 7.766)
H (-2.422, -0.556, 5.844)
H (-2.349, 1.202, 5.803)
H (-3.411, 2.322, 4.180)
H (-5.063, 1.641, 4.094)
H (-3.932, 1.382, 2.766)
H (-4.606, -1.609, 6.684)
H (-5.442, -0.646, 5.714)
C (3.121, 4.005, -2.580)
C (3.549, 2.613, -2.125)
C (2.751, 1.473, -2.772)
O (1.450, 1.290, -2.258)
C (0.464, 2.169, -2.756)
N (3.503, 2.553, -0.661)
H (2.206, 4.335, -2.089)
H (3.894, 4.734, -2.334)
H (2.967, 4.038, -3.659)
H (4.590, 2.479, -2.433)
H (3.275, 0.537, -2.560)
H (2.718, 1.580, -3.866)
H (0.639, 2.418, -3.807)
H (0.409, 3.086, -2.164)
H (-0.497, 1.662, -2.671)
H (3.900, 1.670, -0.350)
H (2.526, 2.495, -0.386)
C (6.568, 8.119, -5.399)
C (6.964, 6.715, -4.951)
C (6.134, 5.595, -5.595)
O (4.831, 5.442, -5.072)
C (3.867, 6.354, -5.563)
N (6.931, 6.658, -3.487)
H (5.665, 8.468, -4.899)
H (7.359, 8.827, -5.154)
H (6.401, 8.160, -6.477)
H (7.999, 6.555, -5.267)
H (6.637, 4.647, -5.391)
H (6.096, 5.708, -6.687)
H (4.046, 6.601, -6.614)
H (3.843, 7.269, -4.967)
H (2.891, 5.877, -5.477)
H (7.311, 5.768, -3.176)
H (5.957, 6.627, -3.199)

Output
Orbital gap: 6.13 eV
Charge: -1
Total energy: -1661.7435 hartree

The records above give, respectively, LUMO values of 0.1; 1.9 eV.